# C3H4N2O

The molecule C3H4N2O (ωB97M-V/def2-TZVPD, the Open Molecules 2025 dataset).

CARTESIAN COORDINATES (ANGSTROEM)
O: 0.731 -0.953 -1.609
C: 0.076 -0.024 -0.810
C: -0.698 -0.471 0.398
C: -0.409 0.419 1.345
N: 0.609 1.333 0.884
N: 0.934 1.063 -0.291
H: 1.597 -1.135 -1.224
H: -0.632 0.511 -1.461
H: -1.404 -1.290 0.423
H: -0.803 0.547 2.345

Cartesian forces (eV/Å) of the 6 atoms listed first:
0.208 -0.027 0.085
-0.209 0.098 0.078
0.025 0.134 0.083
-0.099 -0.183 -0.046
0.096 -0.115 -0.352
-0.132 0.073 0.277

Summary:
Lowest unoccupied orbital energy (eV): -0.1
Largest force on an atom (eV Å⁻¹): 0.4
SMILES string: O[C@H]1C=CN=N1
Spin multiplicity: 1
HOMO energy (eV): -9.72
Electronic energy (Eh): -301.39281

Computed Löwdin charges, given in elementary charges: number 1, O, carries 0.01; number 2, C, carries -0.43; number 3, C, carries -0.01; number 4, C, carries -0.11; number 5, N, carries 0.02; number 6, N, carries 0.05; number 7, H, carries 0.10; number 8, H, carries 0.17; number 9, H, carries 0.11; number 10, H, carries 0.10

***

# C3H4N2O

The molecule C3H4N2O (ωB97M-V/def2-TZVPD, the Open Molecules 2025 dataset).

CARTESIAN COORDINATES (ANGSTROEM)
H: -2.744 0.056 1.106
N: -1.842 0.028 0.609
N: -1.658 1.162 0.133
C: -0.402 1.285 -0.583
C: 0.503 0.339 -0.545
C: 1.104 -0.793 -0.268
O: 1.844 -0.982 0.859
H: -0.275 2.238 -1.095
H: 0.973 -1.660 -0.913
H: 2.499 -1.673 0.698

Cartesian forces (eV/Å) of the 6 atoms listed first:
0.103 0.114 -0.104
-0.185 0.596 -0.174
-0.036 -0.647 0.268
0.339 -0.023 -0.099
-0.090 -0.106 0.180
-0.280 0.068 -0.145

Summary:
Lowest unoccupied orbital energy (eV): 0.1
Largest force on an atom (eV Å⁻¹): 0.7
SMILES string: [H]/N=N/C=C=CO
Spin multiplicity: 1
HOMO energy (eV): -9.17
Electronic energy (Eh): -301.33447

Computed Löwdin charges, given in elementary charges: number 1, H, carries 0.06; number 2, N, carries 0.05; number 3, N, carries -0.07; number 4, C, carries -0.15; number 5, C, carries -0.01; number 6, C, carries -0.21; number 7, O, carries 0.01; number 8, H, carries 0.09; number 9, H, carries 0.12; number 10, H, carries 0.10

***

# C3H4N2O

The molecule C3H4N2O at a distorted geometry (ωB97M-V/def2-TZVPD, the Open Molecules 2025 dataset).

CARTESIAN COORDINATES (ANGSTROEM)
O: 2.795 -0.115 -0.071
C: 1.725 0.454 0.019
C: 0.370 0.061 0.092
C: -0.855 0.748 0.043
N: -1.559 -0.500 -0.081
N: -0.281 -1.191 -0.011
H: 1.600 1.592 0.069
H: -1.365 1.727 0.005
H: -2.117 -0.843 -0.804
H: -0.315 -1.934 0.740

Cartesian forces (eV/Å) of the 6 atoms listed first:
-1.192 -0.023 0.012
0.770 2.297 0.560
-2.271 -0.548 0.746
-0.189 -1.478 -1.186
2.542 0.931 3.058
-1.044 -1.590 -0.448

Summary:
Lowest unoccupied orbital energy (eV): 0.2
Largest force on an atom (eV Å⁻¹): 4.1
SMILES string: O=Cc1c[nH][nH]1
Spin multiplicity: 1
HOMO energy (eV): -9.03
Electronic energy (Eh): -301.33857

Computed Löwdin charges, given in elementary charges: number 1, O, carries 0.04; number 2, C, carries -0.28; number 3, C, carries -0.27; number 4, C, carries 0.00; number 5, N, carries -0.01; number 6, N, carries 0.01; number 7, H, carries 0.13; number 8, H, carries 0.11; number 9, H, carries 0.10; number 10, H, carries 0.16

***

# C3H4N2O

A structure of composition C3H4N2O at a distorted geometry (ωB97M-V/def2-TZVPD, the Open Molecules 2025 dataset).

CARTESIAN COORDINATES (ANGSTROEM)
N: 2.229 -0.019 0.203
C: 0.974 -0.022 0.089
O: 0.295 0.826 -0.645
C: -1.126 0.707 -0.629
C: -1.589 -0.463 0.228
N: -0.575 -1.001 0.725
H: 2.615 -0.742 0.803
H: 0.178 -1.495 1.117
H: -1.462 0.570 -1.660
H: -1.538 1.639 -0.231

Cartesian forces (eV/Å) of the 6 atoms listed first:
-1.106 -0.346 0.155
-0.506 0.166 -0.131
0.137 0.202 -0.123
-0.340 0.037 -0.045
0.484 -0.335 0.262
2.357 2.157 -1.450

Summary:
Lowest unoccupied orbital energy (eV): 0.7
Largest force on an atom (eV Å⁻¹): 3.5
Spin multiplicity: 1
HOMO energy (eV): -8.36
Electronic energy (Eh): -301.30746

Computed Löwdin charges, given in elementary charges: number 1, N, carries 0.14; number 2, C, carries -0.33; number 3, O, carries -0.02; number 4, C, carries -0.19; number 5, C, carries -0.09; number 6, N, carries 0.12; number 7, H, carries 0.05; number 8, H, carries 0.09; number 9, H, carries 0.12; number 10, H, carries 0.12

***

# C3H4N2O

The molecule C3H4N2O at a distorted geometry (ωB97M-V/def2-TZVPD, the Open Molecules 2025 dataset).

CARTESIAN COORDINATES (ANGSTROEM)
N: 0.454 1.069 1.619
C: 0.254 0.353 0.534
C: 0.756 -0.827 0.103
O: 0.087 -1.188 -1.074
C: -0.817 -0.206 -1.203
N: -0.699 0.790 -0.322
H: 0.394 0.676 2.618
H: -0.350 1.783 1.667
H: 1.401 -1.624 0.575
H: -1.576 -0.264 -1.957

Cartesian forces (eV/Å) of the 6 atoms listed first:
-1.488 3.637 5.700
-0.124 -2.593 -1.551
1.205 -1.804 0.411
-0.740 0.746 1.105
0.787 1.909 1.055
-1.473 -2.022 -2.541

Summary:
Lowest unoccupied orbital energy (eV): 1.0
Largest force on an atom (eV Å⁻¹): 6.9
SMILES string: Nc1cocn1
Spin multiplicity: 1
HOMO energy (eV): -8.32
Electronic energy (Eh): -301.42864

Computed Löwdin charges, given in elementary charges: number 1, N, carries 0.08; number 2, C, carries -0.52; number 3, C, carries -0.05; number 4, O, carries 0.01; number 5, C, carries -0.17; number 6, N, carries 0.13; number 7, H, carries 0.14; number 8, H, carries 0.13; number 9, H, carries 0.14; number 10, H, carries 0.12

***

# C3H4N2O

The molecule C3H4N2O (ωB97M-V/def2-TZVPD, the Open Molecules 2025 dataset).

CARTESIAN COORDINATES (ANGSTROEM)
O: 1.245 1.562 -0.430
C: 0.178 0.780 -0.033
C: -0.119 -0.536 -0.671
C: -0.722 -1.243 0.286
N: -0.718 -0.525 1.528
N: -0.086 0.550 1.411
H: 2.042 1.028 -0.529
H: -0.717 1.416 -0.124
H: 0.084 -0.814 -1.699
H: -1.188 -2.219 0.261

Cartesian forces (eV/Å) of the 6 atoms listed first:
0.238 -0.156 0.164
-0.301 0.028 0.012
-0.157 0.003 0.155
0.086 -0.051 -0.179
0.442 0.140 0.078
-0.060 -0.288 0.094

Summary:
Lowest unoccupied orbital energy (eV): -0.1
Largest force on an atom (eV Å⁻¹): 0.6
SMILES string: O[C@H]1C=CN=N1
Spin multiplicity: 1
HOMO energy (eV): -9.48
Electronic energy (Eh): -301.38642

Computed Löwdin charges, given in elementary charges: number 1, O, carries 0.02; number 2, C, carries -0.44; number 3, C, carries -0.01; number 4, C, carries -0.11; number 5, N, carries 0.00; number 6, N, carries 0.05; number 7, H, carries 0.11; number 8, H, carries 0.17; number 9, H, carries 0.11; number 10, H, carries 0.10

***

# C3H4N2O2

The molecule C3H4N2O2 at a distorted geometry (ωB97M-V/def2-TZVPD, the Open Molecules 2025 dataset).

CARTESIAN COORDINATES (ANGSTROEM)
H: -2.458 -1.408 -0.345
N: -2.546 -0.392 -0.008
C: -1.342 -0.016 -0.008
N: -0.096 -0.780 -0.062
C: 0.959 0.031 -0.054
O: 2.173 -0.549 -0.024
C: 0.495 1.343 -0.119
O: -0.834 1.153 0.173
H: -0.007 -1.706 0.360
H: 2.958 -0.057 0.490
H: 0.698 2.382 -0.404

Cartesian forces (eV/Å) of the 6 atoms listed first:
-0.702 1.670 0.944
0.361 -1.914 -1.132
2.990 -2.128 0.495
-2.118 -2.802 0.408
1.731 3.935 -0.350
2.805 0.847 1.143

Summary:
Lowest unoccupied orbital energy (eV): 0.3
Largest force on an atom (eV Å⁻¹): 5.4
SMILES string: [H]/N=c1\[nH]c(O)co1
Spin multiplicity: 1
HOMO energy (eV): -7.79
Electronic energy (Eh): -376.63028

Computed Löwdin charges, given in elementary charges: number 1, H, carries 0.08; number 2, N, carries 0.13; number 3, C, carries -0.51; number 4, N, carries 0.16; number 5, C, carries -0.41; number 6, O, carries 0.04; number 7, C, carries -0.01; number 8, O, carries 0.02; number 9, H, carries 0.17; number 10, H, carries 0.20; number 11, H, carries 0.13

***

# C3H4N2O2

A cluster of 2 separate species, C3H4N2O2 in total (ωB97M-V/def2-TZVPD, the Open Molecules 2025 dataset).

CARTESIAN COORDINATES (ANGSTROEM)
C: -1.349 -0.454 -0.060
N: 0.066 -0.162 -0.302
C: 0.870 -1.265 -0.609
N: 1.009 -1.075 0.610
H: -1.546 -1.513 0.149
H: -1.678 0.152 0.788
H: -1.912 -0.145 -0.947
H: 1.188 -1.882 -1.441
O: 2.168 1.822 0.180
C: 1.111 2.095 0.591
O: 0.085 2.436 1.031

Cartesian forces (eV/Å) of the 6 atoms listed first:
-0.112 -0.019 0.011
-0.185 0.121 -0.142
0.059 0.009 0.450
0.103 -0.276 -0.425
0.059 0.141 -0.024
0.012 -0.091 -0.128

Summary:
Lowest unoccupied orbital energy (eV): 0.9
Largest force on an atom (eV Å⁻¹): 0.8
SMILES string: CN1C=N1.O=C=O
Spin multiplicity: 1
HOMO energy (eV): -9.80
Electronic energy (Eh): -376.62444

Computed Löwdin charges, given in elementary charges: number 1, C, carries -0.11; number 2, N, carries -0.13; number 3, C, carries -0.20; number 4, N, carries 0.19; number 5, H, carries 0.07; number 6, H, carries 0.07; number 7, H, carries 0.08; number 8, H, carries 0.12; number 9, O, carries 0.17; number 10, C, carries -0.44; number 11, O, carries 0.17

***

# C3H4N2O2

A structure of composition C3H4N2O2 (ωB97M-V/def2-TZVPD, the Open Molecules 2025 dataset).

CARTESIAN COORDINATES (ANGSTROEM)
N: -1.779 -0.375 -0.141
C: -0.476 -0.124 0.175
C: 0.097 0.980 0.719
O: 1.477 0.670 0.985
C: 1.624 -0.044 -0.157
O: 2.330 0.256 -1.065
N: 0.533 -1.033 -0.208
H: -1.932 -0.919 -0.978
H: -2.410 0.403 -0.012
H: 0.008 1.979 0.320
H: 0.678 -1.852 0.380

Cartesian forces (eV/Å) of the 6 atoms listed first:
0.003 0.031 -0.054
-0.067 0.185 -0.004
-0.291 -0.012 -0.149
0.173 0.251 -0.328
0.620 0.011 -0.657
0.193 -0.820 0.429

Summary:
Lowest unoccupied orbital energy (eV): 0.8
Largest force on an atom (eV Å⁻¹): 1.0
Spin multiplicity: 1
HOMO energy (eV): -8.62
Electronic energy (Eh): -376.64780

Computed Löwdin charges, given in elementary charges: number 1, N, carries 0.14; number 2, C, carries -0.39; number 3, C, carries -0.04; number 4, O, carries 0.02; number 5, C, carries -0.53; number 6, O, carries 0.17; number 7, N, carries 0.15; number 8, H, carries 0.10; number 9, H, carries 0.10; number 10, H, carries 0.13; number 11, H, carries 0.14

***

# C3H4N2O2

The molecule C3H4N2O2 (ωB97M-V/def2-TZVPD, the Open Molecules 2025 dataset).

CARTESIAN COORDINATES (ANGSTROEM)
N: 1.828 -0.219 0.323
C: 0.504 0.230 0.210
C: -0.353 0.154 1.229
O: -1.645 0.045 0.786
C: -1.613 0.007 -0.593
O: -2.574 -0.193 -1.285
N: -0.299 0.206 -0.961
H: 1.840 -1.186 0.019
H: 2.558 0.293 -0.149
H: -0.146 0.040 2.281
H: -0.100 0.623 -1.859

Cartesian forces (eV/Å) of the 6 atoms listed first:
0.194 0.081 -0.238
-0.317 -0.309 0.356
0.230 -0.077 0.003
-0.197 0.138 -0.133
-0.277 0.075 -0.264
0.270 0.337 0.289

Summary:
Lowest unoccupied orbital energy (eV): 0.6
Largest force on an atom (eV Å⁻¹): 0.6
SMILES string: Nc1coc(=O)[nH]1
Spin multiplicity: 1
HOMO energy (eV): -8.84
Electronic energy (Eh): -376.70434

Computed Löwdin charges, given in elementary charges: number 1, N, carries 0.08; number 2, C, carries -0.34; number 3, C, carries -0.04; number 4, O, carries 0.09; number 5, C, carries -0.52; number 6, O, carries 0.11; number 7, N, carries 0.17; number 8, H, carries 0.09; number 9, H, carries 0.08; number 10, H, carries 0.13; number 11, H, carries 0.16

***

Question: What is the electronic energy in the second record?
Answer: -301.33447 Eh

***

Question: HOMO energy of number 2 (C3H4N2O)?
Answer: -9.17 eV

***

Question: HOMO energy of number 10 (C3H4N2O2)?
Answer: -8.84 eV